A cluster of 3 separate species, C2H10NO2S in total. Source: the Open Molecules 2025 dataset; level of theory: the ωB97M-V functional and the def2-TZVPD basis.

## Properties
⟨S²⟩ ... 0.75
Total charge ... -2
E_HOMO (spin up / spin down) ... 3.685 / -0.542 eV
Frontier orbital gap (spin up / spin down) ... 2.078 / 6.259 eV
Energy above the lowest of the compared OMol25 structures with the same formula, charge and spin ... 34.53 kJ/mol
Spin multiplicity ... 2

Structure (XYZ):
```
16
Properties=species:S:1:pos:R:3:forces:R:3:mulliken_spin:R:1
C 0.3646 0.6667 0.0718 -0.43 -0.11 0.06 0.54
C 0.9234 1.4823 -1.1058 0.30 -0.49 0.36 -0.08
S 1.8186 0.4680 -2.3425 -0.26 0.16 -0.15 0.04
N 1.2109 -0.4138 0.6343 -0.07 0.70 -0.48 -0.04
H 0.0393 1.3673 0.8510 0.08 -0.14 0.14 -0.07
H -0.5338 0.1504 -0.2792 -0.11 0.17 0.03 -0.11
H 0.0487 2.0372 -1.4630 0.15 -0.01 -0.44 -0.06
H 1.6342 2.2226 -0.7347 0.02 0.18 0.20 0.02
H 1.1834 -1.0682 -0.1483 0.43 -0.22 0.19 -0.03
H 2.1636 -0.0571 0.5874 0.08 -0.16 0.06 -0.01
H -3.1695 -0.6213 1.8902 0.02 -0.19 -0.04 -0.08
H -4.6178 -0.7998 1.3885 0.07 0.03 0.04 -0.75
O -4.0582 -0.2356 1.9622 -0.19 0.14 0.02 1.53
H -0.1134 -1.3644 2.3513 0.12 0.12 -0.40 0.00
H -0.9813 -1.8364 1.2184 -0.15 0.07 -1.44 -0.15
O -0.9251 -1.8471 2.1552 -0.08 -0.26 1.84 0.24
```
Positions in Å, forces in eV/Å.



A cluster of 3 separate species, C2H10NO4 in total. Source: the Open Molecules 2025 dataset; level of theory: the ωB97M-V functional and the def2-TZVPD basis.

## Properties
Total charge ... +1
E_HOMO ... -14.779 eV
Frontier orbital gap ... 11.302 eV
Energy above the lowest of the compared OMol25 structures with the same formula, charge and spin ... 168.05 kJ/mol

Structure (XYZ):
```
17
Properties=species:S:1:pos:R:3:forces:R:3:nbo_charge:R:1
O -0.7934 0.6982 -1.2149 0.60 0.61 2.40 -0.58
C -0.9529 0.5546 0.0019 -3.19 -0.51 -3.54 0.76
O -0.9358 1.4355 0.9381 3.61 2.34 1.17 -0.67
C -1.6500 -0.8538 0.3000 1.57 0.80 0.45 -0.32
N -0.5533 -1.6932 -0.3071 1.45 1.41 -1.50 -0.73
H -0.0158 2.1031 0.9237 -3.01 -2.48 -0.06 0.57
H -1.7626 -1.0422 1.4004 -0.19 -0.14 -1.28 0.25
H -2.5246 -0.9854 -0.3784 0.46 0.26 1.05 0.26
H 0.3971 -1.4690 0.0520 -0.78 -0.96 0.78 0.44
H -0.7140 -2.6748 -0.4542 -0.03 -0.56 0.26 0.44
H -0.2850 -1.2203 -1.2488 -0.96 -0.59 0.60 0.51
H 1.3309 0.0632 -2.8065 -0.17 -0.93 1.33 0.51
H 1.8672 0.0953 -1.3723 0.23 0.18 0.14 0.48
O 1.3286 -0.4496 -1.9482 0.54 0.34 -1.65 -0.97
H 1.2912 1.4810 2.6061 -0.10 -0.04 1.52 0.50
H 2.3763 2.2817 1.7669 -0.99 -0.76 0.37 0.51
O 1.5961 1.6758 1.7414 0.97 1.03 -2.04 -0.97
```
Positions in Å, forces in eV/Å.



A cluster of 5 separate species, C2H10NO7 in total. Source: the Open Molecules 2025 dataset; level of theory: the ωB97M-V functional and the def2-TZVPD basis.

## Properties
⟨S²⟩ ... 0.76
E_HOMO (spin up / spin down) ... -10.800 / -10.796 eV
Frontier orbital gap (spin up / spin down) ... 9.678 / 5.227 eV
Spin multiplicity ... 2

Structure (XYZ):
```
20
Properties=species:S:1:pos:R:3:forces:R:3:mulliken_spin:R:1
O 1.5707 0.8969 0.4060 -1.67 2.18 -1.96 0.01
C 1.0247 1.8830 -0.1449 1.23 -3.22 4.04 0.00
N -0.3341 2.0915 -0.2812 1.66 0.35 -1.69 0.00
C -1.3782 1.1479 -0.1615 0.01 2.96 0.49 -0.07
O -1.1016 -0.0414 0.0982 -0.12 -0.37 -0.24 0.64
O -2.5580 1.5602 -0.1327 1.26 -1.24 -0.38 0.38
H 1.6568 2.7517 -0.1784 -0.04 0.86 -1.02 0.00
H -0.3603 2.9188 -0.8887 -1.61 -0.37 0.43 0.00
H 1.7977 -1.0897 1.8031 1.03 -0.27 0.55 0.00
H 3.2442 -0.6179 1.7841 0.23 0.16 -0.21 0.00
O 2.6304 -1.1161 2.3193 -0.88 -0.01 0.22 0.00
H 1.8525 -2.0416 -1.8616 -0.59 -0.16 -1.03 0.00
H 0.7148 -1.5275 -2.7232 -0.02 -0.09 -0.07 0.00
O 1.4930 -2.0888 -2.7851 0.54 0.14 0.67 0.00
H 0.4418 -1.9244 0.1435 -0.35 -0.72 -0.10 0.00
H 1.2813 -0.6796 0.0773 0.48 -1.66 -0.62 0.00
O 1.3270 -1.6770 -0.1204 -0.37 1.98 0.65 0.01
H -2.5539 -1.3204 0.7927 -0.33 -0.79 0.39 0.00
H -3.2708 -0.1562 0.4147 -1.14 0.07 0.15 0.00
O -3.4672 -1.0070 0.8282 0.69 0.21 -0.26 0.02
```
Positions in Å, forces in eV/Å.



A cluster of 2 separate species, C2H10NOS2 in total. Source: the Open Molecules 2025 dataset; level of theory: the ωB97M-V functional and the def2-TZVPD basis.

## Properties
Total charge ... +1
E_HOMO ... -12.532 eV
Frontier orbital gap ... 9.202 eV
Energy above the lowest of the compared OMol25 structures with the same formula, charge and spin ... 166.01 kJ/mol

Structure (XYZ):
```
16
Properties=species:S:1:pos:R:3:forces:R:3:nbo_charge:R:1
N 0.7738 -0.6989 -0.3826 0.84 -0.81 -2.98 -0.78
C -0.0157 -0.5742 0.9259 -1.94 -4.33 -0.48 -0.24
C -0.7320 0.7040 1.1614 -1.22 0.06 2.71 -0.66
S 0.2646 1.9009 0.3778 -1.79 2.81 -2.00 0.11
S 1.8307 2.4275 1.4353 1.04 0.09 1.64 -0.08
H 0.0970 -0.6917 -1.3648 1.61 -0.68 2.69 0.50
H 1.3908 -1.5913 -0.3675 -1.81 1.43 -0.07 0.45
H 1.4987 0.0378 -0.6365 -1.34 -0.50 1.11 0.45
H 0.5792 -1.0105 1.7552 -0.04 0.80 -0.62 0.25
H -0.8638 -1.3578 0.7369 1.68 0.94 0.49 0.23
H -1.8164 0.7009 0.8907 1.06 0.18 -1.22 0.28
H -1.0219 0.8762 2.2698 1.53 -0.21 -1.30 0.29
H 1.2142 3.1893 2.3748 0.22 0.00 -0.28 0.15
H -1.6977 -0.7917 -2.9680 0.96 -0.70 0.23 0.51
H -0.5903 -1.7972 -3.5214 -0.67 1.01 1.68 0.52
O -0.9111 -1.3236 -2.6872 -0.12 -0.08 -1.61 -0.97
```
Positions in Å, forces in eV/Å.



A cluster of 2 separate species, C2H10NOSi in total. Source: the Open Molecules 2025 dataset; level of theory: the ωB97M-V functional and the def2-TZVPD basis.

## Properties
Total charge ... +1
E_HOMO (spin up / spin down) ... -13.657 / -13.927 eV
Frontier orbital gap (spin up / spin down) ... 8.152 / 8.698 eV
Energy above the lowest of the compared OMol25 structures with the same formula, charge and spin ... 510.57 kJ/mol

Structure (XYZ):
```
15
Properties=species:S:1:pos:R:3:forces:R:3:nbo_charge:R:1
C -2.5228 0.1821 -0.0099 -0.78 4.25 1.11 -0.44
C -0.2461 -0.7023 0.4169 2.64 1.96 -0.30 0.07
N -1.0681 0.1855 -0.3494 2.04 0.74 -2.19 -0.60
O 1.4990 0.4994 0.3827 -6.73 -0.88 1.54 -0.98
Si 2.9387 -0.0543 0.0425 2.24 0.94 -0.48 1.22
H -3.1653 -0.4079 -0.6117 0.19 -1.04 -0.87 0.26
H -2.6158 -0.1391 1.0590 -0.06 0.70 -0.97 0.25
H -2.9061 1.3218 -0.2349 0.88 -2.87 1.08 0.26
H -0.4158 -0.6228 1.4504 -0.10 -0.52 1.09 0.24
H 0.1114 -1.4759 -0.1646 0.69 -2.05 -0.26 0.22
H -0.8610 0.0466 -1.3902 -0.70 -0.01 1.56 0.46
H -0.4084 1.0092 -0.1622 -1.65 0.32 -0.06 0.51
H 3.1609 1.4058 -0.2268 1.11 -0.13 0.12 -0.12
H 3.8221 -0.6924 1.0615 -0.38 -0.09 -0.40 -0.15
H 2.6771 -0.5555 -1.2633 0.60 -1.32 -0.97 -0.21
```
Positions in Å, forces in eV/Å.



A cluster of 2 separate species, C2H10NS in total. Source: the Open Molecules 2025 dataset; level of theory: the ωB97M-V functional and the def2-TZVPD basis.

## Properties
Total charge ... +1
E_HOMO ... -13.293 eV
Frontier orbital gap ... 9.635 eV
Energy above the lowest of the compared OMol25 structures with the same formula, charge and spin ... 42.28 kJ/mol

Structure (XYZ):
```
14
Properties=species:S:1:pos:R:3:forces:R:3:nbo_charge:R:1
C -1.1317 -1.0126 0.3110 -0.24 -0.08 0.23 -0.43
N 0.0691 -1.1033 -0.5654 0.36 0.47 -0.05 -0.48
C 0.4189 0.1922 -1.2430 -0.50 0.01 -0.20 -0.43
H -1.3821 -2.0091 0.6637 -0.03 -0.01 -0.01 0.24
H -0.8953 -0.3674 1.1531 0.05 0.06 -0.04 0.25
H -1.9623 -0.5872 -0.2442 0.05 -0.04 -0.12 0.24
H -0.0525 -1.8100 -1.2788 -0.14 -0.34 -0.19 0.44
H 0.8616 -1.4050 -0.0058 0.13 -0.09 0.15 0.43
H -0.2725 0.3165 -2.0740 -0.03 0.07 0.07 0.24
H 1.4285 0.1621 -1.6362 0.12 -0.08 0.16 0.24
H 0.2681 0.9892 -0.5214 0.18 0.04 0.02 0.24
S 0.3877 2.3124 2.1947 0.05 -0.37 -0.02 -0.26
H 1.4104 1.4424 2.1612 0.00 0.04 0.22 0.13
H 0.8521 2.8798 1.0853 0.02 0.32 -0.20 0.14
```
Positions in Å, forces in eV/Å.